[1]
{
  "formula": "C40H30Cl2NPPt",
  "method": "ωB97M-V with the def2-TZVPD basis set",
  "multiplicity": 3,
  "lumo_energy_ev": [0.08, -1.27],
  "orbital_gap_ev": [4.63, 6.32],
  "s2": 2.04,
  "de_lowest_ev": 0.607,
  "fmax_ev_per_a": 0.8,
  "elements": ["Pt", "Cl", "C", "C", "C", "C", "C", "C", "P", "C", "C", "C", "C", "C", "C", "C", "C", "C", "C", "C", "C", "H", "H", "H", "H", "H", "H", "H", "H", "H", "H", "H", "H", "H", "H", "C", "C", "C", "C", "C", "C", "C", "C", "C", "C", "C", "C", "C", "C", "C", "N", "H", "H", "H", "H", "H", "H", "H", "H", "H", "H", "Cl", "C", "C", "C", "C", "C", "C", "C", "H", "H", "H", "H", "H", "H"],
  "positions_angstrom": [[-0.404, -0.555, -1.216], [2.132, -0.708, -1.061], [2.657, -0.936, 0.567], [3.995, -1.212, 0.784], [4.451, -1.376, 2.081], [3.564, -1.268, 3.144], [2.225, -1.005, 2.910], [1.741, -0.827, 1.613], [-0.022, -0.525, 1.258], [-0.811, -0.973, 2.848], [-1.118, -2.319, 3.048], [-1.698, -2.740, 4.234], [-1.991, -1.814, 5.224], [-1.700, -0.471, 5.026], [-1.115, -0.047, 3.843], [-0.153, 1.298, 1.280], [0.944, 2.143, 1.413], [0.756, 3.517, 1.459], [-0.519, 4.051, 1.375], [-1.616, 3.211, 1.226], [-1.436, 1.842, 1.169], [4.672, -1.301, -0.056], [5.496, -1.587, 2.262], [3.916, -1.387, 4.160], [1.538, -0.930, 3.742], [-0.894, -3.037, 2.265], [-1.931, -3.786, 4.383], [-2.450, -2.137, 6.150], [-1.932, 0.252, 5.798], [-0.886, 1.000, 3.702], [1.943, 1.735, 1.505], [1.613, 4.170, 1.558], [-0.659, 5.124, 1.415], [-2.611, 3.627, 1.142], [-2.287, 1.179, 1.055], [-4.683, -1.223, -1.148], [-5.135, -0.100, -1.833], [-4.240, 0.863, -2.252], [-2.868, 0.747, -1.971], [-2.410, -0.432, -1.352], [-3.320, -1.394, -0.942], [-1.915, 1.809, -2.210], [-2.329, 3.140, -2.326], [-1.421, 4.164, -2.334], [-0.033, 3.856, -2.307], [0.955, 4.851, -2.320], [2.293, 4.534, -2.424], [2.659, 3.199, -2.575], [1.702, 2.203, -2.540], [0.348, 2.484, -2.316], [-0.584, 1.468, -2.200], [-5.381, -1.968, -0.787], [-6.191, 0.022, -2.040], [-4.601, 1.715, -2.815], [-2.985, -2.298, -0.447], [-3.386, 3.362, -2.363], [-1.746, 5.195, -2.397], [0.640, 5.888, -2.266], [3.045, 5.313, -2.428], [3.696, 2.935, -2.745], [1.999, 1.188, -2.731], [4.573, -5.429, -2.678], [3.084, -4.613, -2.322], [2.675, -4.479, -1.003], [1.477, -3.850, -0.727], [0.663, -3.340, -1.747], [-0.615, -2.681, -1.438], [1.107, -3.488, -3.064], [2.306, -4.115, -3.355], [3.294, -4.867, -0.205], [1.157, -3.730, 0.303], [-1.039, -3.050, -0.507], [-1.335, -2.777, -2.247], [0.495, -3.091, -3.867], [2.639, -4.219, -4.380]],
  "forces_ev_per_angstrom": [[-0.37, -0.19, -0.20], [0.33, 0.21, -0.52], [-0.19, -0.06, 0.63], [0.12, -0.02, -0.12], [-0.10, 0.03, 0.04], [0.07, -0.01, 0.05], [-0.08, 0.05, -0.08], [0.15, -0.19, -0.12], [-0.05, 0.75, -0.10], [-0.14, -0.25, -0.27], [0.03, 0.02, -0.06], [-0.01, -0.04, 0.01], [0.01, 0.03, 0.01], [-0.02, -0.03, 0.03], [0.07, 0.00, -0.01], [0.00, -0.02, 0.12], [-0.03, -0.13, 0.08], [0.04, 0.10, -0.07], [0.03, 0.01, -0.03], [-0.04, 0.06, -0.04], [0.07, -0.13, 0.04], [-0.03, 0.01, -0.01], [0.01, -0.01, -0.03], [0.00, -0.02, -0.01], [0.01, -0.01, 0.02], [-0.03, -0.03, 0.02], [0.01, 0.00, -0.02], [0.00, 0.00, -0.01], [0.01, 0.00, -0.01], [-0.01, 0.02, -0.02], [0.00, 0.01, -0.04], [0.00, 0.00, 0.00], [-0.01, -0.01, -0.02], [0.01, -0.02, -0.01], [-0.03, 0.05, -0.07], [0.05, 0.02, 0.01], [-0.04, 0.01, -0.01], [-0.01, 0.01, 0.01], [0.00, -0.01, 0.01], [0.29, 0.15, -0.04], [-0.05, -0.17, 0.08], [-0.21, 0.22, -0.11], [0.05, 0.00, 0.02], [-0.23, 0.10, -0.01], [0.16, -0.17, 0.08], [-0.06, -0.05, 0.00], [0.07, 0.04, 0.01], [0.03, 0.02, 0.00], [-0.07, -0.02, 0.04], [0.15, 0.29, -0.16], [-0.02, -0.69, 0.45], [-0.01, 0.00, -0.02], [0.01, -0.01, -0.02], [-0.02, 0.01, 0.04], [0.01, 0.06, -0.01], [0.00, -0.04, 0.05], [0.04, 0.00, 0.04], [0.00, -0.01, -0.01], [-0.02, 0.00, -0.02], [-0.01, 0.00, 0.02], [0.00, -0.18, 0.03], [0.11, -0.02, -0.03], [-0.16, 0.09, 0.05], [0.11, -0.04, 0.01], [-0.23, 0.11, -0.10], [0.29, -0.39, -0.07], [-0.04, 0.67, 0.39], [-0.11, 0.13, 0.19], [0.09, 0.00, -0.06], [0.00, -0.02, -0.01], [0.02, -0.06, 0.01], [-0.03, -0.12, -0.07], [-0.02, -0.03, 0.01], [0.02, -0.04, -0.04], [0.00, -0.03, 0.01]]
}

[2]
{
  "formula": "C22H35OPtSSi2",
  "method": "ωB97M-V with the def2-TZVPD basis set",
  "lumo_energy_ev": -3.56,
  "total_charge": 1,
  "orbital_gap_ev": 8.08,
  "de_lowest_ev": 0.000,
  "fmax_ev_per_a": 1.1,
  "elements": ["Pt", "C", "Si", "C", "C", "C", "C", "C", "C", "C", "Si", "C", "C", "H", "H", "H", "H", "H", "H", "H", "H", "H", "H", "H", "H", "H", "H", "H", "H", "C", "C", "C", "S", "O", "C", "C", "C", "H", "H", "H", "H", "H", "H", "H", "H", "H", "H", "H", "H", "H", "H", "C", "C", "C", "C", "C", "C", "H", "H", "H", "H", "H"],
  "positions_angstrom": [[-0.032, 0.017, 0.902], [2.046, -1.103, -1.853], [1.546, -1.400, -0.087], [2.973, -1.356, 1.115], [0.565, -2.994, 0.051], [1.219, -4.229, 0.074], [0.498, -5.412, 0.120], [-0.892, -5.374, 0.150], [-1.548, -4.154, 0.131], [-0.828, -2.957, 0.081], [-1.684, -1.299, -0.090], [-2.137, -0.975, -1.863], [-3.137, -1.121, 1.074], [2.567, -2.007, -2.184], [2.721, -0.260, -1.990], [1.177, -0.960, -2.496], [3.867, -1.698, 0.584], [2.778, -2.027, 1.952], [3.183, -0.368, 1.527], [2.303, -4.275, 0.057], [1.015, -6.362, 0.130], [-1.459, -6.294, 0.183], [-2.633, -4.143, 0.154], [-2.820, -1.775, -2.166], [-1.257, -1.026, -2.504], [-2.637, -0.024, -2.034], [-3.768, -2.005, 0.935], [-3.749, -0.244, 0.860], [-2.840, -1.095, 2.123], [-0.259, -2.936, 4.028], [0.278, -1.933, 5.042], [-0.443, -0.590, 4.989], [0.098, 0.343, 3.549], [1.572, 0.484, 3.574], [-0.709, 1.953, 3.856], [0.297, 3.101, 3.849], [1.103, 3.196, 5.138], [0.308, -3.865, 4.060], [-0.194, -2.559, 3.002], [-1.305, -3.177, 4.226], [1.345, -1.760, 4.886], [0.176, -2.323, 6.055], [-0.238, 0.036, 5.859], [-1.525, -0.705, 4.877], [-1.240, 1.894, 4.807], [-1.444, 2.061, 3.056], [-0.277, 4.017, 3.696], [0.961, 3.003, 2.987], [0.441, 3.311, 5.999], [1.763, 4.061, 5.114], [1.718, 2.309, 5.284], [0.168, 3.638, -2.139], [1.340, 3.028, -1.721], [1.295, 1.888, -0.929], [0.063, 1.372, -0.534], [-1.119, 1.983, -0.957], [-1.058, 3.120, -1.753], [0.209, 4.518, -2.766], [2.298, 3.435, -2.018], [2.222, 1.430, -0.607], [-2.084, 1.595, -0.659], [-1.975, 3.593, -2.079]],
  "forces_ev_per_angstrom": [[0.03, 0.76, 0.74], [0.01, 0.03, 0.05], [-0.17, -0.34, -0.07], [-0.01, 0.06, -0.11], [0.48, -0.03, -0.08], [0.06, -0.01, 0.07], [-0.09, 0.01, 0.00], [0.09, 0.01, 0.00], [-0.05, -0.01, 0.07], [-0.48, 0.05, -0.12], [0.11, -0.22, 0.02], [-0.01, -0.01, 0.05], [0.00, 0.00, -0.11], [-0.02, -0.02, -0.02], [0.00, -0.02, 0.00], [0.02, -0.01, -0.01], [0.02, -0.02, 0.06], [0.01, 0.01, 0.02], [-0.01, 0.03, -0.03], [0.00, 0.00, 0.00], [0.00, 0.00, 0.01], [0.00, 0.00, 0.01], [0.00, 0.01, -0.01], [0.02, -0.02, -0.02], [-0.02, 0.00, -0.02], [0.00, -0.03, 0.00], [-0.05, 0.03, 0.03], [0.02, 0.02, -0.01], [0.03, -0.04, 0.00], [0.01, 0.00, -0.04], [-0.02, -0.01, -0.03], [0.02, -0.10, -0.05], [-0.08, -0.18, -0.42], [0.08, 0.07, 0.07], [-0.04, -0.02, -0.01], [-0.01, 0.00, 0.00], [-0.01, 0.01, 0.00], [0.00, 0.00, 0.01], [0.01, -0.01, 0.01], [-0.01, 0.01, 0.00], [0.00, 0.01, 0.03], [-0.03, -0.02, -0.01], [0.07, 0.03, -0.03], [-0.01, 0.02, 0.05], [0.00, -0.01, 0.00], [-0.02, 0.00, 0.01], [0.00, 0.00, 0.00], [0.01, 0.00, 0.01], [0.00, 0.00, 0.00], [0.00, 0.00, -0.01], [0.00, 0.00, 0.00], [0.00, 0.04, -0.02], [0.05, -0.02, 0.01], [-0.11, 0.11, 0.10], [-0.02, -0.24, -0.35], [0.14, 0.08, 0.09], [-0.05, -0.03, 0.01], [0.00, 0.00, 0.00], [0.01, 0.00, 0.01], [0.00, 0.03, 0.01], [0.00, 0.03, 0.00], [0.00, 0.00, 0.02]]
}

[3]
{
  "formula": "C4H9NO",
  "method": "ωB97M-V with the def2-TZVPD basis set",
  "lumo_energy_ev": 1.14,
  "orbital_gap_ev": 10.74,
  "de_lowest_ev": 1.459,
  "fmax_ev_per_a": 0.5,
  "smiles": "CCO/C=N/C",
  "elements": ["C", "C", "O", "C", "N", "C", "H", "H", "H", "H", "H", "H", "H", "H", "H"],
  "positions_angstrom": [[-2.709, -0.270, 0.146], [-1.296, -0.253, -0.397], [-0.606, 0.843, 0.215], [0.731, 0.767, 0.252], [1.404, -0.212, -0.173], [2.850, -0.115, -0.014], [-2.700, -0.418, 1.231], [-3.230, 0.668, -0.070], [-3.268, -1.093, -0.311], [-0.765, -1.184, -0.180], [-1.279, -0.104, -1.484], [1.142, 1.677, 0.710], [3.326, -0.941, -0.550], [3.145, -0.192, 1.041], [3.254, 0.826, -0.415]],
  "forces_ev_per_angstrom": [[-0.03, 0.00, 0.00], [-0.10, -0.19, -0.09], [0.05, 0.01, 0.03], [0.24, -0.15, -0.08], [-0.20, 0.39, 0.15], [0.23, 0.00, 0.01], [-0.01, 0.02, -0.16], [0.08, -0.13, 0.02], [0.05, 0.12, 0.06], [-0.08, 0.14, 0.00], [0.01, -0.04, 0.16], [-0.02, -0.15, -0.07], [-0.08, 0.16, 0.08], [-0.07, -0.01, -0.19], [-0.08, -0.17, 0.08]]
}

[4]
{
  "formula": "C6H11AgO2",
  "method": "ωB97M-V with the def2-TZVPD basis set",
  "multiplicity": 2,
  "lumo_energy_ev": [3.44, 3.43],
  "total_charge": -1,
  "orbital_gap_ev": [5.24, 7.66],
  "s2": 0.75,
  "de_lowest_ev": 0.000,
  "fmax_ev_per_a": 0.7,
  "elements": ["O", "C", "C", "C", "C", "H", "H", "H", "H", "H", "H", "C", "C", "O", "Ag", "H", "H", "H", "H", "H"],
  "positions_angstrom": [[-0.276, -0.737, 3.433], [-0.280, -0.077, 2.415], [-0.989, -0.456, 1.156], [-1.569, 0.717, 0.422], [-2.831, 0.804, 0.000], [0.311, 0.868, 2.368], [-1.738, -1.232, 1.367], [-0.178, -0.917, 0.522], [-0.879, 1.540, 0.206], [-3.551, 0.002, 0.184], [-3.179, 1.668, -0.569], [2.008, 0.753, -0.962], [1.225, -0.434, -1.532], [1.291, -1.545, -0.723], [2.212, -3.340, -1.639], [1.545, 1.103, -0.025], [3.026, 0.392, -0.694], [2.053, 1.596, -1.672], [1.624, -0.625, -2.562], [0.175, -0.084, -1.696]],
  "forces_ev_per_angstrom": [[-0.04, 0.41, -0.45], [0.06, -0.28, 0.48], [0.06, -0.18, -0.25], [-0.18, 0.09, -0.06], [0.15, 0.03, 0.02], [-0.08, -0.15, -0.02], [0.21, 0.21, -0.04], [-0.18, 0.01, 0.07], [-0.19, -0.24, 0.04], [0.22, 0.21, -0.05], [0.09, -0.24, 0.18], [0.40, -0.16, 0.36], [0.04, -0.01, -0.49], [-0.17, 0.11, 0.07], [-0.04, 0.04, 0.09], [0.10, -0.04, -0.19], [-0.49, 0.37, -0.28], [0.09, -0.18, 0.19], [-0.17, 0.12, 0.33], [0.14, -0.11, 0.01]]
}